1.
{
  "formula": "C24H23N6O4RuS4",
  "method": "ωB97M-V/def2-TZVPD",
  "homo_lumo_gap_ev": [7.1, 5.3],
  "fmax_ha_per_bohr": 0.02910,
  "charge": 1,
  "multiplicity": 5,
  "homo_energy_ha": [-0.364, -0.414],
  "total_energy_ha": -3245.26537,
  "s2": 6.0447,
  "e_above_lowest_kj_mol": 15.1,
  "symbols": ["Ru", "C", "S", "C", "S", "N", "N", "C", "C", "C", "C", "C", "C", "N", "H", "H", "H", "H", "H", "H", "H", "H", "C", "C", "C", "C", "C", "C", "C", "S", "O", "O", "N", "C", "C", "O", "O", "H", "H", "H", "H", "H", "H", "H", "H", "H", "N", "C", "N", "C", "C", "C", "C", "C", "C", "S", "H", "H", "H", "H", "H", "H"],
  "coordinates": [[0.899, -0.385, -0.408], [-3.658, -3.276, -0.033], [-2.200, -3.818, 0.900], [-1.118, -2.466, 0.627], [-0.780, -1.937, -0.978], [-0.554, -1.890, 1.682], [0.336, -0.990, 1.403], [0.847, -0.231, 2.493], [1.749, 0.759, 2.144], [2.363, 1.637, 3.058], [3.212, 2.606, 2.590], [3.461, 2.711, 1.218], [2.842, 1.829, 0.356], [2.017, 0.873, 0.794], [-4.354, -4.113, -0.003], [-3.411, -3.064, -1.071], [-4.114, -2.413, 0.446], [0.494, -0.424, 3.494], [2.139, 1.538, 4.111], [3.683, 3.294, 3.280], [4.120, 3.469, 0.821], [3.000, 1.865, -0.713], [-6.947, 1.930, -1.622], [-5.531, 1.976, -1.116], [-4.798, 3.157, -1.149], [-3.486, 3.200, -0.702], [-2.916, 2.037, -0.206], [-3.628, 0.838, -0.148], [-4.927, 0.819, -0.611], [-1.282, 2.080, 0.387], [-1.194, 1.460, 1.669], [-0.698, 3.363, 0.141], [-0.482, 1.027, -0.704], [-0.640, 1.396, -2.110], [0.622, 1.042, -2.886], [0.786, 1.422, -4.008], [1.458, 0.241, -2.221], [-7.357, 2.929, -1.752], [-7.590, 1.380, -0.935], [-6.990, 1.422, -2.588], [-5.260, 4.060, -1.531], [-2.910, 4.116, -0.734], [-3.170, -0.053, 0.264], [-5.497, -0.102, -0.575], [-0.874, 2.452, -2.234], [-1.452, 0.813, -2.558], [2.100, -2.353, -2.868], [2.847, -2.317, -1.764], [2.492, -1.834, -0.578], [3.525, -2.095, 0.364], [3.470, -1.911, 1.738], [4.573, -2.225, 2.515], [5.734, -2.742, 1.946], [5.784, -2.987, 0.586], [4.671, -2.670, -0.176], [4.440, -2.989, -1.866], [1.289, -1.763, -2.943], [2.530, -2.630, -3.735], [2.568, -1.567, 2.214], [4.518, -2.083, 3.586], [6.587, -2.977, 2.569], [6.659, -3.433, 0.130]]
}

=====

2.
{
  "formula": "C24H23NO5",
  "method": "ωB97M-V/def2-TZVPD",
  "homo_lumo_gap_ev": 9.5,
  "fmax_ha_per_bohr": 0.01975,
  "charge": 0,
  "multiplicity": 1,
  "homo_energy_ha": -0.329,
  "total_energy_ha": -1359.33244,
  "smiles": "COC(=O)c1ccc(COc2cccc3c2CCN(Cc2cccc(C)c2)C3=O)o1",
  "e_above_lowest_kj_mol": 43.6,
  "symbols": ["C", "O", "C", "O", "C", "C", "C", "C", "C", "O", "C", "C", "C", "C", "C", "C", "C", "C", "N", "C", "C", "C", "C", "C", "C", "C", "C", "C", "O", "O", "H", "H", "H", "H", "H", "H", "H", "H", "H", "H", "H", "H", "H", "H", "H", "H", "H", "H", "H", "H", "H", "H", "H"],
  "coordinates": [[-0.463, -3.707, 2.214], [-0.041, -3.128, 0.985], [1.218, -2.658, 0.962], [1.981, -2.724, 1.891], [1.530, -2.059, -0.339], [0.766, -1.851, -1.464], [1.599, -1.184, -2.383], [2.813, -1.036, -1.761], [4.048, -0.275, -2.133], [3.948, 1.075, -1.695], [3.553, 1.182, -0.365], [4.376, 0.747, 0.667], [3.931, 0.791, 1.976], [2.653, 1.237, 2.258], [1.830, 1.679, 1.229], [2.284, 1.681, -0.087], [1.375, 2.215, -1.150], [-0.049, 1.774, -0.842], [-0.422, 2.147, 0.505], [-1.837, 2.324, 0.759], [-2.631, 1.099, 0.385], [-2.158, -0.167, 0.712], [-2.874, -1.290, 0.344], [-4.073, -1.162, -0.337], [-4.569, 0.093, -0.659], [-5.863, 0.253, -1.397], [-3.830, 1.215, -0.299], [0.438, 2.091, 1.555], [0.085, 2.342, 2.695], [2.769, -1.564, -0.530], [0.344, -4.299, 2.650], [-1.320, -4.335, 1.983], [-0.748, -2.922, 2.919], [-0.257, -2.136, -1.595], [1.342, -0.858, -3.370], [4.921, -0.766, -1.685], [4.167, -0.223, -3.217], [5.359, 0.366, 0.437], [4.575, 0.452, 2.772], [2.268, 1.245, 3.266], [1.684, 1.862, -2.134], [1.432, 3.308, -1.148], [-0.754, 2.251, -1.529], [-0.136, 0.685, -0.973], [-1.934, 2.527, 1.831], [-2.202, 3.195, 0.202], [-1.229, -0.269, 1.254], [-2.492, -2.270, 0.585], [-4.629, -2.045, -0.618], [-6.501, 0.981, -0.899], [-6.395, -0.693, -1.459], [-5.678, 0.610, -2.410], [-4.205, 2.197, -0.555]]
}

=====

Which of these has the lowest multiplicity? C24H23NO5

=====

What is the formula in the first record? C24H23N6O4RuS4

=====

Which of these has the lowest multiplicity? C24H23NO5

=====

Repeat the second record exactly.
{
  "formula": "C24H23NO5",
  "method": "ωB97M-V/def2-TZVPD",
  "homo_lumo_gap_ev": 9.5,
  "fmax_ha_per_bohr": 0.01975,
  "charge": 0,
  "multiplicity": 1,
  "homo_energy_ha": -0.329,
  "total_energy_ha": -1359.33244,
  "smiles": "COC(=O)c1ccc(COc2cccc3c2CCN(Cc2cccc(C)c2)C3=O)o1",
  "e_above_lowest_kj_mol": 43.6,
  "symbols": ["C", "O", "C", "O", "C", "C", "C", "C", "C", "O", "C", "C", "C", "C", "C", "C", "C", "C", "N", "C", "C", "C", "C", "C", "C", "C", "C", "C", "O", "O", "H", "H", "H", "H", "H", "H", "H", "H", "H", "H", "H", "H", "H", "H", "H", "H", "H", "H", "H", "H", "H", "H", "H"],
  "coordinates": [[-0.463, -3.707, 2.214], [-0.041, -3.128, 0.985], [1.218, -2.658, 0.962], [1.981, -2.724, 1.891], [1.530, -2.059, -0.339], [0.766, -1.851, -1.464], [1.599, -1.184, -2.383], [2.813, -1.036, -1.761], [4.048, -0.275, -2.133], [3.948, 1.075, -1.695], [3.553, 1.182, -0.365], [4.376, 0.747, 0.667], [3.931, 0.791, 1.976], [2.653, 1.237, 2.258], [1.830, 1.679, 1.229], [2.284, 1.681, -0.087], [1.375, 2.215, -1.150], [-0.049, 1.774, -0.842], [-0.422, 2.147, 0.505], [-1.837, 2.324, 0.759], [-2.631, 1.099, 0.385], [-2.158, -0.167, 0.712], [-2.874, -1.290, 0.344], [-4.073, -1.162, -0.337], [-4.569, 0.093, -0.659], [-5.863, 0.253, -1.397], [-3.830, 1.215, -0.299], [0.438, 2.091, 1.555], [0.085, 2.342, 2.695], [2.769, -1.564, -0.530], [0.344, -4.299, 2.650], [-1.320, -4.335, 1.983], [-0.748, -2.922, 2.919], [-0.257, -2.136, -1.595], [1.342, -0.858, -3.370], [4.921, -0.766, -1.685], [4.167, -0.223, -3.217], [5.359, 0.366, 0.437], [4.575, 0.452, 2.772], [2.268, 1.245, 3.266], [1.684, 1.862, -2.134], [1.432, 3.308, -1.148], [-0.754, 2.251, -1.529], [-0.136, 0.685, -0.973], [-1.934, 2.527, 1.831], [-2.202, 3.195, 0.202], [-1.229, -0.269, 1.254], [-2.492, -2.270, 0.585], [-4.629, -2.045, -0.618], [-6.501, 0.981, -0.899], [-6.395, -0.693, -1.459], [-5.678, 0.610, -2.410], [-4.205, 2.197, -0.555]]
}